{
  "formula": "C35H34LuN4O3P3Se3Te",
  "method": "ωB97M-V/def2-TZVPD",
  "gap_ev": 7.037,
  "energy_ha": -11530.90201,
  "e_above_lowest_kj_mol": 28.3,
  "largest_force_ev_per_a": 3.3,
  "species": ["Lu", "Te", "Se", "Se", "Se", "P", "P", "P", "O", "O", "O", "N", "N", "N", "N", "C", "C", "C", "C", "C", "C", "C", "C", "C", "C", "C", "C", "C", "C", "C", "C", "C", "C", "C", "C", "C", "C", "C", "C", "C", "C", "C", "C", "C", "C", "C", "C", "C", "C", "C", "H", "H", "H", "H", "H", "H", "H", "H", "H", "H", "H", "H", "H", "H", "H", "H", "H", "H", "H", "H", "H", "H", "H", "H", "H", "H", "H", "H", "H", "H", "H", "H", "H", "H"],
  "xyz": [[1.853, 0.839, 1.091], [3.024, -1.216, 2.831], [0.345, 3.035, 0.063], [-4.479, -0.886, -2.746], [3.927, 1.425, -0.890], [-1.097, 1.725, -1.073], [-2.625, -1.660, -2.032], [2.182, 0.744, 4.114], [0.963, 0.518, 5.062], [3.351, 1.284, 5.092], [1.779, 1.702, 3.005], [-0.639, -2.272, -0.367], [0.445, -1.752, 0.109], [8.224, 1.470, 0.901], [0.452, -0.443, 0.099], [-1.804, -2.232, -3.582], [-2.786, -4.351, -1.395], [-0.314, 3.359, -4.646], [7.736, 2.508, 0.192], [6.442, 2.515, -0.278], [0.237, -1.481, 6.270], [-1.780, -3.809, -5.384], [-2.649, 2.775, -4.695], [-4.204, 1.251, 1.625], [-3.387, -3.087, -1.187], [-5.074, -4.082, 0.230], [-4.477, -5.327, 0.070], [-1.301, -1.228, -0.977], [-0.563, 0.002, -0.745], [5.693, 1.818, 5.003], [-5.136, 2.151, 1.151], [7.411, 0.515, 1.331], [0.841, -0.085, 6.424], [6.068, 0.433, 0.941], [-2.463, -3.251, -4.310], [-3.382, -5.462, -0.775], [-0.591, -1.705, -4.001], [-1.294, 2.199, -2.789], [-2.537, 2.139, -3.424], [-2.930, 1.163, 0.976], [-4.474, -2.957, -0.328], [-4.775, 3.064, 0.139], [-0.478, -3.407, -5.736], [-1.584, 3.437, -5.270], [0.152, -2.386, -5.023], [-2.655, 1.970, -0.169], [4.308, 2.297, 4.731], [-3.592, 2.903, -0.561], [5.597, 1.425, 0.027], [-0.150, 2.645, -3.453], [-2.891, -6.427, -0.832], [5.796, 0.758, 4.667], [-4.433, 0.479, 2.377], [-4.828, -1.979, -0.067], [7.860, -0.128, 2.106], [-2.265, -4.529, -6.055], [-0.510, -1.641, 7.132], [-5.456, 3.906, -0.086], [-0.262, -0.721, -3.561], [8.433, 3.303, -0.075], [1.860, -0.037, 6.837], [0.215, 0.678, 7.024], [-2.212, 0.460, 1.463], [-3.358, 1.657, -2.886], [-3.507, -3.445, -3.986], [5.960, 1.788, 6.059], [-4.815, -6.229, 0.567], [6.017, 3.365, -0.850], [5.357, -0.231, 1.464], [-0.351, -1.470, 5.337], [0.883, 2.515, -3.049], [4.102, 3.154, 5.346], [-5.905, -3.985, 0.901], [-1.897, -4.440, -2.024], [0.491, 3.783, -5.145], [1.172, -2.199, -5.179], [-1.734, 4.094, -6.141], [-6.122, 2.243, 1.637], [-3.624, 2.838, -5.174], [6.472, 2.381, 4.533], [0.003, -3.985, -6.496], [4.127, 2.522, 3.643], [1.038, -2.261, 6.297], [-3.425, 3.548, -1.425]],
  "atomic_forces_ev_per_a": [[2.2, 1.2, -1.2], [-0.5, 0.5, 1.0], [-0.6, -0.9, -0.9], [0.0, 1.7, 0.1], [-1.0, -0.4, 1.0], [1.0, 0.3, 2.2], [-2.3, -1.5, -1.7], [1.8, -1.3, 0.4], [-0.5, 0.1, 0.4], [-1.4, -0.4, -0.2], [-0.2, 0.8, 1.0], [0.0, 1.6, -1.7], [0.3, -1.1, 2.4], [0.6, 1.0, 0.2], [-1.3, 0.7, -2.8], [-0.1, -0.2, 0.3], [-1.2, 0.1, 0.5], [-1.9, -1.4, 0.4], [0.3, -1.1, -0.1], [-0.9, 0.0, -0.1], [-0.6, 0.2, 1.4], [-0.6, 0.1, -0.6], [-0.8, -0.4, 1.0], [1.5, -1.0, -1.1], [1.8, -1.4, 0.0], [0.9, 0.0, 0.3], [0.2, -0.1, -0.8], [1.7, 2.4, 0.8], [-1.9, -2.7, 0.4], [0.5, -2.0, 0.3], [-0.3, 1.1, 0.2], [-0.5, 0.4, 0.2], [0.1, 1.5, -0.1], [-0.4, 1.0, -0.1], [0.3, 0.6, 0.3], [0.9, 0.4, 0.1], [0.8, 0.1, -0.3], [0.1, -0.9, -0.1], [0.5, 0.8, -0.6], [-0.8, 0.2, 0.5], [0.0, -0.4, 0.0], [-0.9, -0.1, 0.5], [-0.6, 0.2, 1.5], [0.8, 0.3, 0.8], [-2.3, -0.1, 0.7], [-0.1, -1.8, 0.9], [-0.2, 0.1, -1.5], [-0.3, 0.9, -0.4], [0.7, -0.2, 0.7], [0.9, 1.0, -0.7], [-0.1, 0.0, -0.2], [0.0, 0.8, 0.0], [0.1, 0.8, -0.2], [-0.3, 0.3, -0.2], [-0.4, -0.1, -0.6], [0.1, 0.1, 0.5], [1.2, 0.0, -1.2], [0.4, -0.8, -0.1], [0.2, -1.5, -0.3], [-0.1, -0.2, 0.2], [-0.4, -0.3, 0.1], [0.8, -1.4, -1.1], [-0.4, 0.6, -1.0], [0.0, 0.3, -0.6], [0.9, -0.4, -0.6], [-0.4, 0.1, 0.2], [-0.3, 0.2, 0.0], [0.5, -0.7, 0.3], [0.7, 0.1, -0.8], [0.4, -0.4, 0.4], [-1.1, 0.3, -0.1], [-0.4, 0.6, 0.0], [-0.3, 0.2, 0.2], [-0.3, -0.1, 0.3], [1.5, 0.7, -0.6], [1.1, 0.7, -0.4], [0.1, -0.6, 0.3], [0.6, -0.1, -0.4], [0.1, -0.2, 0.1], [0.2, 0.5, -0.6], [0.5, 0.1, -0.4], [0.5, 0.1, 1.0], [-0.9, 0.6, -0.3], [0.1, -0.1, 0.3]],
  "mulliken_charge": [0.88, -0.46, -0.54, -0.30, -0.35, 0.09, 0.95, 1.07, -0.41, -0.38, -0.58, -0.14, -0.90, -0.60, 0.89, 0.33, -0.35, -0.88, -0.39, -0.39, -0.92, -0.68, -1.03, -0.64, 0.18, -0.79, -0.43, 0.67, -0.32, -1.14, -0.46, -0.41, -0.18, 0.25, -0.56, -0.82, -0.04, 0.67, 0.02, -0.23, -0.46, -0.71, -0.46, -0.54, -0.80, 0.68, -0.01, -0.09, 0.20, -0.34, 0.35, 0.24, 0.39, 0.42, 0.38, 0.36, 0.31, 0.37, 0.15, 0.36, 0.27, 0.29, 0.27, 0.49, 0.42, 0.33, 0.38, 0.34, 0.05, 0.23, 0.44, 0.27, 0.40, 0.48, 0.52, 0.48, 0.37, 0.37, 0.40, 0.39, 0.39, 0.17, 0.29, 0.47]
}

{
  "formula": "C35H35AlO7P",
  "method": "ωB97M-V/def2-TZVPD",
  "gap_ev": 5.726,
  "total_charge": -1,
  "energy_ha": -2465.33834,
  "largest_force_ev_per_a": 1.1,
  "species": ["P", "Al", "O", "O", "O", "O", "O", "O", "O", "C", "C", "C", "C", "C", "C", "C", "C", "C", "C", "C", "C", "C", "C", "C", "C", "C", "C", "C", "C", "C", "C", "C", "C", "C", "C", "C", "C", "C", "C", "C", "C", "C", "C", "C", "H", "H", "H", "H", "H", "H", "H", "H", "H", "H", "H", "H", "H", "H", "H", "H", "H", "H", "H", "H", "H", "H", "H", "H", "H", "H", "H", "H", "H", "H", "H", "H", "H", "H", "H"],
  "xyz": [[2.160, 3.755, -2.149], [-2.438, 4.170, -0.315], [2.700, 2.387, -2.803], [-0.487, -4.771, -1.570], [3.214, 4.410, -1.372], [1.777, 4.591, -3.457], [-5.334, -3.293, -3.305], [2.862, -2.148, 6.275], [0.137, 0.024, 2.212], [3.089, 1.177, -0.648], [0.643, -3.554, 5.316], [2.004, 0.161, 3.635], [1.226, 5.889, -3.185], [0.764, -0.479, 3.119], [-1.436, -2.262, -0.754], [-4.343, -5.745, -4.188], [4.294, 1.403, 4.586], [0.323, -1.760, 3.739], [3.596, 1.952, 3.515], [-3.623, -4.907, -3.345], [3.853, 0.233, 5.180], [-1.956, -1.028, -0.401], [0.635, 4.308, 0.074], [-2.159, -3.105, -1.589], [-0.817, -2.388, 3.253], [1.050, -2.338, 4.781], [-3.416, -2.708, -2.061], [-1.219, -3.597, 3.793], [2.260, -1.668, 5.336], [-0.728, 4.336, 0.799], [-2.522, -7.316, -4.174], [0.617, 3.499, -1.219], [2.710, -0.397, 4.704], [-0.486, -4.183, 4.820], [2.505, 1.172, -2.056], [-4.221, -3.603, -2.932], [2.279, 6.954, -2.913], [-3.197, -0.627, -0.882], [-1.806, -6.490, -3.327], [2.452, 1.335, 3.043], [-3.793, -6.946, -4.601], [-1.572, -4.413, -1.981], [-2.354, -5.285, -2.906], [-3.927, -1.464, -1.709], [3.005, 0.406, -2.635], [4.391, -0.199, 6.012], [5.185, 1.891, 4.958], [1.377, 3.836, 0.716], [0.496, 5.871, -2.380], [-0.804, 5.301, 1.294], [-1.380, -1.930, 2.452], [-1.396, -0.369, 0.251], [-3.014, 2.659, -0.151], [3.591, 0.234, -0.477], [1.901, 1.761, 2.217], [-0.819, -6.772, -2.988], [-2.091, -8.252, -4.504], [-0.798, -5.133, 5.234], [3.250, 6.649, -3.274], [0.678, 6.163, -4.078], [-2.105, -4.087, 3.411], [3.817, 1.969, -0.524], [3.944, 2.864, 3.049], [1.008, 5.309, -0.089], [-4.891, -1.156, -2.086], [2.356, 7.161, -1.854], [-5.328, -5.449, -4.517], [-0.743, 3.607, 1.604], [-2.227, 4.597, -1.873], [0.441, 2.448, -1.024], [2.303, 1.326, 0.082], [-0.176, 3.823, -1.884], [1.451, 0.916, -2.048], [-0.468, -2.575, -0.386], [-4.354, -7.596, -5.259], [1.984, 7.880, -3.395], [-3.531, 5.211, 0.297], [1.214, -4.002, 6.116], [-3.578, 0.349, -0.607]],
  "atomic_forces_ev_per_a": [[0.2, -0.2, 0.1], [-0.1, 0.3, 0.4], [-0.7, 0.1, 0.1], [0.0, 0.0, 0.0], [0.5, 0.4, 0.6], [-0.2, -0.4, 0.1], [0.0, 0.0, 0.0], [0.0, 0.0, 0.0], [0.0, 0.0, -0.1], [-0.2, 0.2, -0.2], [-0.1, -0.1, 0.0], [0.0, -0.1, 0.1], [0.1, 0.6, -0.4], [0.0, 0.1, -0.1], [0.0, 0.1, 0.1], [0.0, -0.1, -0.1], [0.0, 0.0, 0.0], [0.1, 0.0, 0.1], [0.1, 0.0, 0.1], [0.1, 0.0, 0.0], [0.1, 0.1, 0.0], [0.0, 0.0, 0.1], [-0.5, -0.7, 0.7], [-0.1, -0.1, -0.1], [-0.1, -0.1, 0.0], [0.0, 0.1, -0.1], [0.1, -0.1, 0.0], [0.0, 0.0, 0.0], [0.1, 0.0, 0.1], [0.0, 0.3, -0.7], [0.0, 0.0, 0.0], [0.7, 0.2, -0.6], [-0.1, 0.0, -0.1], [0.0, 0.0, 0.0], [0.4, -0.1, -0.3], [-0.2, 0.1, 0.0], [-0.3, 0.0, 0.2], [-0.1, 0.1, 0.0], [0.0, -0.1, -0.1], [0.0, 0.1, 0.0], [0.0, 0.0, 0.0], [0.2, 0.0, 0.1], [-0.1, 0.1, 0.0], [0.0, 0.0, 0.1], [0.1, -0.1, -0.3], [0.0, -0.1, 0.0], [0.0, 0.0, 0.0], [0.4, 0.1, 0.1], [-0.1, -0.3, 0.2], [-0.1, 0.2, 0.2], [0.1, 0.1, 0.0], [0.0, 0.0, 0.0], [0.0, -0.3, -0.2], [0.0, -0.3, 0.3], [-0.1, 0.0, 0.0], [0.0, 0.1, 0.1], [0.0, 0.0, 0.0], [0.0, 0.0, 0.0], [0.2, -0.1, -0.1], [-0.1, -0.2, -0.3], [0.0, 0.0, 0.0], [0.1, 0.2, -0.1], [0.0, 0.0, 0.0], [0.0, 0.3, -0.3], [0.0, -0.1, 0.0], [0.2, -0.1, 0.3], [0.0, 0.1, 0.0], [0.0, -0.3, 0.1], [0.1, -0.1, -0.1], [0.0, -0.2, 0.1], [-0.1, 0.0, 0.3], [-0.3, 0.0, -0.1], [-0.2, 0.0, 0.0], [0.0, -0.1, 0.0], [0.0, 0.0, 0.0], [0.0, 0.2, -0.2], [-0.1, 0.0, 0.1], [0.1, 0.1, 0.0], [0.0, 0.0, 0.0]],
  "mulliken_charge": [1.10, 0.08, -0.59, -0.68, -0.75, -0.51, -0.67, -0.69, -0.59, -0.53, -0.59, -0.04, -0.01, 0.28, -0.85, -0.51, -0.52, 0.04, -0.66, 0.16, -0.71, -0.34, -0.28, 0.26, -0.48, 0.47, 0.39, -0.63, 0.52, -0.98, -0.44, -0.45, 0.56, -0.47, -0.60, 0.56, -1.17, -0.92, -0.55, -0.15, -0.48, 0.51, 0.21, -0.65, 0.37, 0.48, 0.39, 0.10, 0.01, 0.47, 0.57, 0.89, -0.22, 0.49, 0.43, 0.47, 0.39, 0.39, 0.27, 0.42, 0.44, 0.35, 0.48, 0.35, 0.48, 0.27, 0.47, 0.24, -0.27, 0.25, -0.17, 0.20, 0.42, 0.58, 0.39, 0.40, -0.32, 0.47, 0.42]
}

{
  "formula": "C35H35BN7O4SSeZn",
  "method": "ωB97M-V/def2-TZVPD",
  "gap_ev": 6.666,
  "total_charge": -1,
  "energy_ha": -6642.93653,
  "e_above_lowest_kj_mol": 91.1,
  "largest_force_ev_per_a": 0.8,
  "species": ["Se", "Zn", "S", "O", "O", "O", "O", "N", "N", "N", "N", "N", "N", "N", "C", "C", "C", "C", "C", "C", "C", "C", "C", "C", "C", "C", "C", "C", "C", "C", "C", "C", "C", "C", "C", "C", "C", "C", "C", "C", "C", "C", "C", "C", "C", "C", "C", "C", "C", "B", "H", "H", "H", "H", "H", "H", "H", "H", "H", "H", "H", "H", "H", "H", "H", "H", "H", "H", "H", "H", "H", "H", "H", "H", "H", "H", "H", "H", "H", "H", "H", "H", "H", "H", "H"],
  "xyz": [[-2.467, 1.015, 0.481], [0.228, -0.335, -0.043], [3.376, -0.466, -1.299], [2.811, -1.596, -1.993], [-1.284, -3.019, 0.222], [0.664, -3.031, 1.385], [4.241, 0.420, -2.029], [2.145, 0.301, -0.603], [-0.571, 0.476, 1.861], [0.747, 2.036, -0.305], [-4.040, 0.273, 0.364], [6.726, -3.044, 2.885], [3.089, 2.489, -0.333], [-1.768, 0.146, -0.863], [-1.516, 0.023, 4.110], [4.333, -1.163, 0.020], [-2.538, -4.733, 1.340], [-0.409, 0.309, 3.107], [-3.795, 0.289, 4.896], [-3.939, -0.707, -0.582], [2.491, 1.254, 5.384], [3.889, -2.330, 0.630], [3.359, 0.009, 3.525], [0.499, 3.323, -0.145], [-3.593, -0.687, 5.862], [1.206, 1.097, 4.881], [2.042, 1.649, -0.425], [-2.501, -1.691, -2.312], [-0.835, -5.272, -0.397], [2.801, 3.774, -0.180], [6.349, -1.233, 1.316], [3.570, 0.703, 4.709], [-0.036, -4.209, 1.818], [0.984, 0.393, 3.695], [2.074, -0.144, 3.020], [4.684, -2.952, 1.576], [-2.349, -1.291, 5.970], [-3.518, -2.564, -2.618], [5.555, -0.609, 0.366], [-2.765, 0.636, 4.034], [-1.186, -4.343, 0.765], [0.939, -5.376, 1.843], [-4.742, -2.530, -1.921], [-0.536, -3.932, 3.231], [1.509, 4.271, -0.091], [-1.318, -0.929, 5.113], [-4.955, -1.623, -0.907], [-2.702, -0.749, -1.290], [5.931, -2.421, 1.914], [-0.134, -2.292, 0.505], [-2.475, -5.698, 1.852], [7.710, -2.858, 2.798], [3.656, 4.442, -0.111], [-0.749, -6.313, -0.074], [0.364, 1.537, 5.402], [-4.757, 0.781, 4.807], [5.875, 0.303, -0.128], [-3.373, -3.301, -3.400], [1.302, 5.324, 0.033], [1.907, -0.684, 2.096], [-0.352, -1.409, 5.206], [-1.020, -4.811, 3.666], [1.701, -5.187, 2.603], [-1.238, -3.097, 3.234], [-2.179, -2.052, 6.724], [4.575, 0.815, 5.102], [0.099, -4.955, -0.868], [2.923, -2.742, 0.359], [-3.260, -4.812, 0.524], [-4.401, -0.974, 6.526], [-2.926, 1.413, 3.309], [0.320, -3.655, 3.851], [4.336, -3.858, 2.064], [-0.545, 3.607, -0.052], [2.646, 1.813, 6.300], [6.535, -4.023, 3.009], [7.304, -0.799, 1.597], [-5.527, -3.226, -2.191], [4.195, -0.411, 2.985], [0.417, -6.304, 2.093], [-2.902, -3.979, 2.039], [-1.628, -5.194, -1.144], [-1.543, -1.732, -2.818], [1.438, -5.494, 0.879], [-5.895, -1.591, -0.367]],
  "atomic_forces_ev_per_a": [[-0.8, 0.3, 0.2], [0.2, -0.1, 0.2], [-0.1, -0.1, 0.0], [0.0, 0.0, 0.1], [0.0, 0.0, 0.1], [0.1, -0.1, -0.1], [0.0, 0.1, 0.0], [-0.3, 0.4, 0.0], [-0.2, -0.5, 0.7], [0.2, 0.2, -0.2], [0.1, -0.1, -0.1], [-0.1, 0.2, 0.0], [-0.1, -0.2, 0.0], [0.2, -0.1, -0.1], [0.0, 0.0, -0.1], [0.0, 0.0, -0.1], [0.0, 0.0, 0.0], [0.3, 0.2, -0.5], [0.0, 0.0, 0.0], [0.1, 0.2, -0.1], [-0.1, 0.0, 0.0], [0.0, 0.0, 0.0], [-0.1, 0.0, -0.1], [0.1, -0.1, 0.1], [-0.1, 0.0, 0.0], [0.0, -0.1, -0.1], [0.2, 0.2, 0.0], [-0.1, -0.1, -0.1], [0.0, 0.1, 0.0], [0.0, -0.1, 0.0], [0.0, 0.0, 0.0], [0.0, 0.0, 0.0], [-0.1, 0.0, 0.0], [-0.1, 0.1, 0.2], [0.0, 0.0, 0.0], [0.0, 0.0, 0.1], [0.1, 0.0, 0.0], [0.2, 0.1, 0.0], [0.0, 0.1, 0.0], [0.1, -0.1, 0.1], [0.1, -0.1, 0.0], [0.0, 0.0, 0.0], [-0.1, 0.1, 0.2], [0.0, 0.1, 0.0], [0.0, 0.0, 0.0], [-0.1, 0.0, -0.1], [-0.1, -0.2, -0.1], [-0.1, 0.1, 0.3], [0.0, 0.0, 0.0], [0.0, -0.4, 0.1], [0.0, 0.0, 0.0], [0.1, 0.0, 0.0], [0.0, 0.0, 0.0], [0.0, 0.0, 0.0], [0.0, 0.0, 0.0], [0.0, 0.0, 0.0], [0.0, -0.1, 0.1], [0.0, 0.0, 0.0], [0.0, 0.0, 0.0], [0.0, 0.0, 0.0], [0.0, 0.0, 0.0], [0.0, 0.1, 0.0], [0.0, 0.0, 0.0], [0.0, 0.0, 0.0], [0.0, 0.0, 0.0], [0.0, 0.0, 0.0], [0.0, -0.1, 0.0], [0.1, 0.0, 0.0], [0.0, 0.0, 0.0], [0.0, 0.0, 0.0], [0.0, 0.1, -0.3], [-0.1, 0.0, 0.0], [0.0, 0.1, 0.0], [0.0, 0.0, 0.0], [0.0, 0.0, 0.0], [0.0, -0.1, 0.0], [0.0, 0.0, 0.0], [0.0, 0.0, 0.0], [0.1, -0.1, 0.0], [0.1, 0.0, 0.0], [0.0, -0.1, 0.0], [0.0, 0.0, 0.0], [0.0, 0.0, 0.0], [0.0, 0.0, 0.1], [0.1, 0.0, 0.0]],
  "mulliken_charge": [0.53, 0.20, 1.11, -0.69, 1.00, -0.09, -0.73, -0.55, 0.07, -0.08, -0.94, -0.58, -0.53, -0.65, 0.31, -0.26, -2.02, -0.76, -0.79, 0.81, -0.75, -0.37, -0.52, 0.04, -0.42, -0.27, 0.69, -0.42, -2.09, -0.20, -0.83, -0.61, 2.12, 0.01, 0.72, -0.64, -0.71, -0.62, -0.21, -0.57, 1.43, -2.16, -0.57, -2.04, -0.88, -0.21, -0.73, 0.73, 0.99, -0.28, 0.35, 0.22, 0.40, 0.36, 0.47, 0.40, 0.46, 0.41, 0.38, 0.18, 0.48, 0.34, 0.50, 0.25, 0.39, 0.41, 0.30, 0.44, 0.46, 0.38, 0.45, 0.53, 0.23, 0.36, 0.37, 0.23, 0.30, 0.36, 0.25, 0.33, 0.30, 0.50, 0.44, 0.36, 0.42]
}